(1)
A cluster of 9 separate species, C32H44Br8O12S2 in total in a non-equilibrium geometry. Source: the Open Molecules 2025 dataset; level of theory: the ωB97M-V functional and the def2-TZVPD basis.

HOMO-LUMO gap, eV: 7.45
SMILES: O=C1C=CC(=O)C=C1.O=C1C=CC(=O)C=C1.O=C1C=CC(=O)C=C1.CCOS(C)(=O)=O.CCOS(C)(=O)=O.BrCCBr.BrCCBr.BrCCBr.BrCCBr
E_tot, eV: -640471.0656
HOMO, eV: -9.84

Each line ends with the Mulliken charge.
Cartesian coordinates (Å):
Br  29.74548  20.09865  0.77349  -0.186
C  28.65467  18.88072  -0.39324  -0.710
C  28.29551  17.62477  0.31479  -0.181
Br  27.20917  16.58941  -0.92494  -0.140
H  29.18222  18.65105  -1.31900  0.405
H  27.74142  19.39904  -0.68547  0.405
H  27.65423  17.88012  1.15840  0.396
H  29.13585  17.02389  0.66246  0.020
Br  31.23323  4.13883  -4.15548  -0.187
C  30.82941  4.88180  -2.33941  -0.599
C  31.20571  6.38142  -2.35898  -0.753
Br  30.31601  7.42499  -3.77282  -0.018
H  31.46651  4.37222  -1.61655  0.416
H  29.75890  4.80965  -2.14734  0.384
H  32.27692  6.53318  -2.49157  0.466
H  30.99039  6.77702  -1.36639  0.370
Br  30.69461  13.71310  -4.89450  -0.099
C  29.25278  14.32560  -6.06958  -0.106
C  29.96791  14.98237  -7.31079  -0.696
Br  28.59704  15.73359  -8.58989  -0.209
H  28.65741  14.98495  -5.43798  0.451
H  28.70597  13.44320  -6.40195  -0.170
H  30.54989  14.28369  -7.91183  0.390
H  30.63070  15.80306  -7.03641  0.418
Br  33.63331  12.15532  0.74970  -0.151
C  33.20968  12.99992  -0.96493  -0.175
C  34.41574  13.80753  -1.42094  -0.660
Br  33.97323  14.73734  -3.12970  -0.205
H  32.28866  13.57001  -0.84315  0.015
H  32.89197  12.23908  -1.67788  0.471
H  35.25004  13.13982  -1.63587  0.422
H  34.80580  14.55132  -0.72616  0.419
O  27.72453  13.25264  0.16392  -0.469
S  28.59776  12.92066  -0.97362  0.869
O  30.04091  13.21736  -0.97697  -0.344
O  28.46318  11.27919  -1.24500  -0.287
C  29.49857  10.50723  -1.94217  0.222
C  30.57650  10.20977  -0.89916  -0.480
C  27.65154  13.31426  -2.50733  -0.164
H  29.87307  11.02938  -2.82263  0.063
H  29.10705  9.54999  -2.28640  0.126
H  31.26361  9.47966  -1.32683  0.404
H  30.09499  9.74330  -0.03970  0.135
H  31.12718  11.05213  -0.48050  -0.228
H  27.29753  14.34424  -2.55123  0.391
H  26.88161  12.55831  -2.66173  0.107
H  28.40897  12.98596  -3.21910  -0.474
O  24.21839  10.42086  -1.76034  -0.554
S  23.85254  11.71189  -2.35462  1.139
O  24.67353  12.36070  -3.43761  -0.612
O  22.21764  11.71332  -2.69852  -0.275
C  21.69155  12.76123  -3.64819  -0.055
C  20.40513  12.23644  -4.24899  -1.262
C  23.75910  12.93251  -0.96933  -0.743
H  22.45086  12.95360  -4.40618  0.287
H  21.58117  13.60961  -2.97277  0.257
H  19.90528  12.97896  -4.87104  0.380
H  19.70117  11.98593  -3.45542  0.319
H  20.52516  11.30377  -4.80017  0.320
H  24.74868  12.92931  -0.51237  0.045
H  23.05515  12.57069  -0.21990  0.386
H  23.30655  13.85159  -1.34161  0.368
C  30.82096  13.64525  1.98595  0.321
C  31.05946  14.94465  1.81157  -0.257
C  30.94661  15.92292  2.92567  0.259
O  31.15389  17.15499  2.86725  -0.588
C  30.46134  15.36303  4.18211  -0.396
C  30.23693  14.05872  4.31094  -0.532
C  30.48528  13.00833  3.26887  -0.150
O  30.34476  11.79534  3.47891  -0.588
H  30.78583  12.91079  1.19492  0.607
H  31.40254  15.38392  0.88651  0.498
H  30.25263  15.96930  5.05117  0.434
H  29.80755  13.69192  5.23154  0.415
C  29.17341  8.93193  -7.96037  -0.414
C  29.26011  9.50986  -6.68893  -0.246
C  28.45558  10.69826  -6.36634  0.208
O  28.44704  11.17993  -5.19209  -0.189
C  27.48896  11.00582  -7.50792  -0.296
C  27.41640  10.41719  -8.71544  -0.322
C  28.31208  9.33871  -9.10692  0.165
O  28.43792  8.77839  -10.21817  -0.560
H  29.73987  8.02393  -8.10554  0.408
H  30.02342  9.03884  -6.08735  0.410
H  26.88544  11.88845  -7.35584  0.413
H  26.53833  10.67000  -9.29118  0.380
C  26.29137  11.43612  2.01284  -0.129
C  27.34562  10.54044  1.92604  0.057
C  27.19028  9.06724  1.75842  0.034
O  28.03606  8.15799  1.91289  -0.608
C  25.81860  8.73135  1.27135  -0.399
C  24.76356  9.56907  1.31380  -0.195
C  24.88435  10.98733  1.86757  0.133
O  23.90699  11.57136  2.31270  -0.596
H  26.51416  12.49226  2.04911  0.504
H  28.37982  10.84862  1.96924  0.374
H  25.71239  7.82831  0.68858  0.372
H  23.78362  9.31100  0.94025  0.398

=====

(2)
A structure of composition C32H44BrN3P2SV in a non-equilibrium geometry. Source: the Open Molecules 2025 dataset; level of theory: the ωB97M-V functional and the def2-TZVPD basis.

HOMO-LUMO gap (alpha / beta), eV: 3.15 / 3.33
Charge: +4
Energy relative to the best compared isomer or geometry (same formula, charge and spin), kJ/mol: 117.9
E_tot, eV: -163464.2596
HOMO (alpha / beta), eV: -18.43 / -18.45
2S+1: 2

Each line ends with the Mulliken charge.
Cartesian coordinates (Å):
C  -4.87863  0.64379  2.01496  -0.176
C  -4.31132  -0.34754  1.17273  0.594
C  -5.09362  -0.83369  0.09879  -0.342
C  -6.44408  -0.46321  0.01285  -0.431
N  -6.96812  0.39078  0.89012  -0.448
C  -6.23993  0.95046  1.85524  -0.460
C  -2.97838  -0.88775  1.33629  -0.113
C  -1.76973  -1.12332  1.43043  -0.035
C  -0.54837  -1.87108  1.74709  1.579
C  0.79579  -1.54566  1.36152  0.799
C  1.86042  -2.41601  1.67973  -0.880
C  1.57065  -3.64181  2.18317  -0.592
C  0.30123  -3.99973  2.65545  -0.464
C  -0.78004  -3.10773  2.48068  -1.005
V  0.93173  -0.15725  -0.30383  -1.133
P  -0.60613  1.45213  -0.99117  1.032
H  -4.65344  -1.46223  -0.67872  0.463
H  -4.29392  1.20072  2.74773  0.486
H  -7.08330  -0.83448  -0.80704  0.383
H  -6.75095  1.69674  2.48885  0.400
H  -1.80420  -3.32122  2.90398  0.541
H  1.47415  -0.62508  1.23273  0.108
H  0.23363  -4.97647  3.17636  0.495
H  2.87324  -2.17077  1.39160  0.826
C  0.24445  2.65289  -2.11090  -0.399
C  -0.68797  3.55482  -2.90725  -1.499
H  0.90090  2.03969  -2.75811  0.509
H  0.89814  3.21817  -1.42424  0.514
H  -0.06191  4.23421  -3.48611  0.452
H  -1.29411  3.00819  -3.63806  0.374
H  -1.32358  4.18055  -2.26552  0.345
C  -2.01123  0.75168  -1.90692  0.066
C  -3.25654  1.63215  -1.94313  -1.536
H  -2.21066  -0.23323  -1.44337  0.338
H  -1.60600  0.57809  -2.91744  0.435
H  -3.96653  1.18364  -2.64474  0.472
H  -3.76909  1.67544  -0.97286  0.289
H  -3.05304  2.64797  -2.30891  0.362
C  -1.26949  2.32432  0.48428  0.531
C  -1.79813  3.73996  0.21493  -1.483
H  -0.46269  2.34176  1.24446  0.376
H  -2.04403  1.63311  0.86800  -0.328
H  -2.19349  4.13710  1.15867  0.474
H  -0.99904  4.42296  -0.10964  0.394
H  -2.63492  3.75972  -0.50206  0.305
Br  2.95956  -5.02573  2.05263  -0.024
P  1.03237  -1.79178  -2.19469  0.603
C  0.45427  -1.03888  -3.80076  -0.290
C  1.23770  -1.40511  -5.04126  -1.516
H  0.49657  0.05251  -3.63425  0.270
H  -0.60844  -1.30409  -3.91418  0.590
H  0.84514  -0.81498  -5.87264  0.440
H  2.29337  -1.13651  -4.95516  0.368
H  1.14228  -2.45646  -5.33488  0.334
C  2.82543  -2.18991  -2.26433  -0.312
C  3.26845  -3.41330  -3.03559  -1.473
H  3.11559  -2.29448  -1.20923  0.399
H  3.32989  -1.27821  -2.61242  0.477
H  4.35542  -3.49228  -2.98114  0.435
H  2.88824  -4.33131  -2.58924  0.398
H  3.01699  -3.38479  -4.09667  0.331
C  0.04028  -3.37501  -2.03835  -0.538
C  -0.15818  -4.19011  -3.31813  -1.253
H  -0.93369  -3.04235  -1.63296  0.436
H  0.51712  -3.96196  -1.23601  0.451
H  -0.69503  -5.10987  -3.05409  0.433
H  -0.79285  -3.65635  -4.04094  0.359
H  0.78714  -4.48812  -3.79885  0.278
N  3.68932  1.42083  -0.76732  -0.129
C  3.40247  1.55664  0.55097  0.191
N  2.24421  1.17489  1.07133  0.112
C  2.16357  1.43286  2.46367  -0.283
C  1.11639  1.09795  3.32884  0.298
C  1.33488  1.21639  4.71124  -0.977
C  2.56008  1.68550  5.21423  -0.705
C  3.58409  2.04565  4.32386  -0.303
C  3.39842  1.90659  2.95346  0.379
S  4.58340  2.22960  1.64203  -0.101
H  4.56190  1.80515  -1.09793  0.288
H  2.97010  1.09157  -1.42231  -0.192
H  0.20301  0.70715  2.86231  0.248
H  0.50694  0.93551  5.36275  0.466
H  2.66825  1.77937  6.30761  0.436
H  4.50982  2.45390  4.72039  0.456